42
Properties=species:S:1:pos:R:3 method="wB97M-V/def2-TZVPD" e_homo_ev="-8.3 / -8.3" de_lowest_ev=0.306 mol_weight_g_mol=556.40 gap_ev="6.86 / 6.80"
Co 0.7293 0.8413 1.2774
O -3.4762 -1.9540 -0.3627
C -3.3483 -0.9732 -1.2695
C -4.2826 -0.9365 -2.3062
C -4.2118 0.0431 -3.2739
C -3.2105 1.0117 -3.2365
C -2.2848 0.9834 -2.2167
C -2.3351 0.0020 -1.2211
C -1.3198 0.0257 -0.1613
O -0.4319 0.9616 -0.1731
N -1.3344 -0.8951 0.7649
N -0.2916 -0.7098 1.6484
C -0.1733 -1.6036 2.5686
S -1.2982 -2.9315 2.6560
C -0.6368 -3.5630 4.2234
C 0.8533 -3.2931 4.2370
S 1.1040 -1.5633 3.7498
H -2.7544 -1.8605 0.2940
H -5.0529 -1.6957 -2.3247
H -4.9445 0.0547 -4.0712
H -3.1574 1.7758 -3.9998
H -1.4951 1.7200 -2.1643
H -0.8526 -4.6300 4.2624
H -1.1383 -3.0649 5.0519
H 1.3803 -3.9428 3.5395
H 1.2790 -3.4141 5.2322
O 1.6139 1.2135 2.9391
C 1.7717 2.4149 2.5426
O 1.4350 2.7054 1.3693
H 2.1854 3.1607 3.2275
F 3.6821 3.5443 -3.7840
C 3.3416 2.6397 -2.8727
C 3.9104 2.6788 -1.6115
F 4.7945 3.6298 -1.3089
C 3.5508 1.7296 -0.6740
F 4.1050 1.8098 0.5348
C 2.6272 0.7281 -0.9577
S 2.1343 -0.4367 0.2646
C 2.0686 0.7173 -2.2339
F 1.1735 -0.2046 -2.5715
C 2.4184 1.6558 -3.1861
F 1.8725 1.6256 -4.4019


19
Properties=species:S:1:pos:R:3 method="wB97M-V/def2-TZVPD" total_charge=-1 e_homo_ev=-5.3 de_lowest_ev=1.735 mol_weight_g_mol=234.99 gap_ev=8.43
I -34.8502 7.6744 23.1846
O -37.7451 9.1638 25.0157
H -36.8765 8.7309 24.8039
H -38.1592 9.6918 24.2644
O -31.9161 9.3635 24.1375
H -31.7260 9.1032 25.1345
H -32.8047 8.9702 23.9821
O -36.5141 8.6832 19.8904
H -36.0667 8.4068 20.5948
H -35.8845 9.0263 19.3683
O -31.8168 5.4458 22.6624
H -32.4556 6.0908 22.7813
H -31.8347 5.1688 21.7723
O -37.2382 5.3102 21.6767
H -36.3937 5.9436 21.5965
H -38.0674 5.6763 21.5323
O -34.8543 6.0345 26.5186
H -35.5129 6.5139 27.0731
H -35.0489 6.1143 25.6378


16
Properties=species:S:1:pos:R:3 method="wB97M-V/def2-TZVPD" e_homo_ev=-8.6 de_lowest_ev=6.858 mol_weight_g_mol=119.19 gap_ev=9.25
C 2.5559 0.6575 0.5232
C 0.1841 0.0681 -0.1079
C -2.1371 -0.7560 -0.7878
H 3.4496 1.0252 -0.4508
H 2.2395 -0.3535 0.9683
H 2.8995 1.1629 1.8333
H 0.9762 1.9594 -0.4964
H -3.0455 -0.6638 -1.4440
H -1.5014 -1.6446 -0.8304
H -2.0913 -0.5201 0.3890
H -0.5792 -1.9091 1.9948
H 0.4530 -0.5205 2.5657
N 1.0498 1.1166 0.2139
N 0.0614 -0.9779 0.4953
N 0.5178 -1.4317 1.8783
S -1.1138 0.6686 -1.2754


20
Properties=species:S:1:pos:R:3 method="wB97M-V/def2-TZVPD" smiles="NCC(N)=O.O.O.O" e_homo_ev=-9.6 de_lowest_ev=0.961 mol_weight_g_mol=128.13 gap_ev=10.24
N -0.5458 0.8219 -1.4515
C -0.5165 0.6057 -0.0105
C 0.1609 -0.6958 0.3734
N -0.4454 -1.8609 0.0328
O 1.2103 -0.7002 1.0053
H -0.9216 1.7294 -1.7046
H 0.3767 0.6575 -1.8263
H -0.0821 1.4681 0.4983
H -1.5270 0.4885 0.4185
H -1.2245 -1.8429 -0.6100
H -0.1554 -2.7272 0.4493
O 1.2815 1.1249 3.2281
H 0.7546 0.3408 2.9737
H 2.1496 0.6753 3.3695
O 2.7935 0.6486 -1.1604
H 2.6531 0.3724 -0.2466
H 3.6438 1.0964 -1.2150
O -3.1347 -0.8098 -1.0437
H -3.7560 -1.3136 -1.5503
H -2.7151 -0.0792 -1.5300


84
Properties=species:S:1:pos:R:3 method="wB97M-V/def2-TZVPD" total_charge=-5 e_homo_ev=7.4 mol_weight_g_mol=708.29 gap_ev=1.39
Cu -1.0261 0.1638 -0.8864
S -2.0396 3.3885 -1.1869
O -2.1256 2.1372 -0.4074
O -1.6632 4.4550 -0.2321
O -0.9810 3.3573 -2.1906
O -3.2318 3.6637 -1.9430
S -2.3467 -0.0398 -3.9883
O -3.1025 -1.1790 -4.4617
O -1.7892 0.7377 -5.0836
O -3.1747 0.9024 -3.2604
O -1.2997 -0.5789 -3.1244
S -2.5834 -2.0708 -0.0921
O -1.1224 -1.9642 -0.1096
O -2.9786 -2.9690 -1.1735
O -2.9636 -2.5990 1.1867
O -3.1379 -0.7647 -0.2611
C -3.5499 2.7586 3.5265
C -4.1418 1.7506 2.5108
C -5.1482 2.3996 1.4925
O -5.5737 1.4646 0.5021
C -6.2685 0.3710 1.0253
N -3.0369 1.0276 1.8973
H -4.2727 3.1845 4.2224
H -2.9165 3.5615 3.1493
H -2.7993 2.2075 4.0931
H -4.7717 1.0711 3.0850
H -4.7498 3.1808 0.8451
H -6.0836 2.7589 1.9214
H -6.7920 -0.1234 0.2069
H -7.0316 0.6803 1.7395
H -5.7003 -0.3360 1.6298
H -2.6144 1.5617 1.1514
H -3.3652 0.1845 1.4483
C 2.0154 1.2149 -3.4499
C 2.0779 1.4525 -1.9367
C 2.9395 2.6305 -1.5433
O 4.2838 2.3486 -1.7369
C 5.2043 3.3823 -1.5134
N 0.7048 1.6342 -1.3768
H 1.7141 2.1248 -3.9690
H 1.3478 0.3798 -3.6620
H 2.9690 0.8860 -3.8630
H 2.4189 0.4969 -1.5384
H 2.7354 2.9350 -0.5168
H 2.5556 3.4836 -2.1028
H 4.9632 4.3031 -2.0444
H 6.1946 3.1434 -1.9012
H 5.3341 3.5254 -0.4407
H 0.2193 2.3251 -1.9309
H 0.7328 2.0452 -0.4546
C 2.2367 -3.4521 3.6271
C 1.1015 -2.6966 4.3804
C 0.9519 -1.2276 3.9487
O 0.5936 -1.1784 2.5626
C 0.5163 0.2236 2.2402
N -0.1592 -3.4132 4.1062
H 1.9166 -3.6724 2.6087
H 2.4691 -4.4126 4.0870
H 3.0845 -2.7943 3.4354
H 1.3287 -2.7144 5.4463
H 1.8205 -0.6447 4.2550
H 0.1147 -0.8244 4.5185
H -0.3687 0.6929 2.6701
H 0.4273 0.2937 1.1561
H 1.3548 0.8195 2.6007
H -0.2546 -4.1915 4.7427
H -0.9444 -2.8105 4.3069
C 2.2920 -3.5661 -0.4393
C 2.0516 -2.3352 -1.3912
C 3.0610 -2.2677 -2.5673
O 4.3505 -1.8181 -2.1244
C 5.2409 -1.6512 -3.2882
N 0.7412 -2.4546 -1.9657
H 2.4790 -4.4440 -1.0577
H 1.4306 -3.6580 0.2222
H 3.1840 -3.4181 0.1694
H 2.2093 -1.4183 -0.8232
H 2.6810 -1.5732 -3.3165
H 3.0627 -3.2480 -3.0438
H 4.9015 -0.8078 -3.8895
H 5.3584 -2.5338 -3.9168
H 6.2436 -1.4079 -2.9366
H 0.3935 -1.6072 -2.3913
H 0.1018 -2.4428 -1.1840


98
Properties=species:S:1:pos:R:3 method="wB97M-V/def2-TZVPD" multiplicity=5 e_homo_ev="-8.0 / -8.2" de_lowest_ev=5.269 s2=6.016 mol_weight_g_mol=790.98 gap_ev="8.02 / 8.11"
Cr -1.8599 -5.1501 12.5735
C -5.4769 -5.2501 13.5177
C -4.9269 -3.8493 13.1219
C -5.3871 -2.8518 14.1660
O -3.5818 -3.9417 12.8585
H -6.5702 -5.3359 13.5334
H -5.0653 -5.6395 14.4528
H -5.2003 -6.0367 12.8079
H -5.4252 -3.6256 12.1662
H -4.8793 -2.9274 15.1334
H -6.4563 -2.7861 14.3567
H -5.0986 -1.8233 13.9100
C -1.1907 -6.8353 16.3004
C -1.7117 -7.5079 15.0339
C -3.0411 -8.2191 15.2431
O -1.5791 -6.7621 13.8703
H -1.0507 -7.4706 17.1719
H -1.8090 -5.9683 16.5822
H -0.3022 -6.2294 16.0971
H -0.9753 -8.3226 14.9278
H -3.4515 -8.7422 14.3808
H -3.7303 -7.4401 15.5846
H -2.9069 -8.9734 16.0206
O -7.1774 -4.7789 19.3794
S -7.2131 -5.5346 18.1387
O -7.2099 -6.9771 18.1442
O -8.4489 -4.9366 17.2693
C -9.7765 -5.4732 17.4251
C -10.4170 -4.6762 18.5363
C -5.9508 -4.7565 17.1306
H -9.7330 -6.5620 17.3826
H -10.2931 -5.1925 16.5023
H -11.3892 -4.9827 18.9261
H -10.4920 -3.6283 18.2484
H -9.7741 -4.6745 19.4190
H -6.0416 -5.0169 16.0752
H -4.9576 -4.9185 17.5360
H -6.2186 -3.7006 17.0911
O -8.1860 1.1329 16.8987
S -7.8813 -0.2375 17.1342
O -6.6246 -0.5437 17.7918
O -9.1240 -0.9209 17.9568
C -9.3940 -0.3858 19.2424
C -9.6682 -1.5749 20.1625
C -8.0915 -1.1977 15.6489
H -10.3358 0.1631 19.2678
H -8.5270 0.0912 19.6992
H -9.4989 -1.4101 21.2263
H -8.9565 -2.3402 19.8427
H -10.6908 -1.9424 20.0691
H -9.1437 -1.0459 15.3975
H -8.0695 -2.2727 15.8116
H -7.4258 -0.7960 14.8933
O -2.1186 -3.1337 8.6902
S -1.6722 -2.6540 9.9620
O -1.5417 -3.6306 11.0117
O -0.2317 -1.8760 9.8672
C 0.9220 -2.5314 10.3742
C 2.1002 -1.5873 10.2450
C -2.6724 -1.2198 10.5183
H 1.0834 -3.4512 9.8005
H 0.9830 -2.9534 11.3826
H 3.0217 -2.1165 10.4926
H 2.0166 -0.8026 10.9981
H 2.2140 -1.1611 9.2503
H -3.4692 -1.5575 11.1770
H -3.1013 -0.5669 9.7605
H -1.8784 -0.6398 10.9854
O -3.0705 -7.2636 8.5953
S -3.5329 -6.8797 9.8979
O -2.8210 -5.9843 10.8027
O -4.9935 -6.2592 9.7530
C -5.1621 -5.3628 8.6386
C -6.3863 -4.5388 8.9786
C -4.0893 -8.3203 10.8741
H -5.3062 -5.8593 7.6803
H -4.3495 -4.6387 8.5532
H -7.2607 -5.1718 9.1547
H -6.5966 -3.6724 8.3583
H -6.2385 -4.1881 10.0068
H -4.6315 -8.9296 10.1556
H -4.8354 -7.8808 11.5335
H -3.2363 -8.7389 11.3975
O -6.7293 -7.2201 10.4194
S -8.1493 -7.3656 10.2602
O -8.6760 -8.5114 9.5876
O -8.8313 -7.2283 11.6920
C -8.6703 -6.0093 12.4017
C -8.8100 -6.2693 13.8974
C -8.7990 -5.8908 9.3519
H -9.4903 -5.3834 12.0329
H -7.7275 -5.5062 12.1761
H -8.6152 -5.4751 14.6234
H -7.9753 -6.9163 14.1827
H -9.7903 -6.6608 14.1619
H -9.8573 -5.8491 9.6099
H -8.7305 -6.1224 8.2944
H -8.2690 -5.0391 9.7662


103
Properties=species:S:1:pos:R:3 method="wB97M-V/def2-TZVPD" total_charge=-1 multiplicity=3 e_homo_ev="-4.2 / -4.4" de_lowest_ev=2.613 s2=2.149 mol_weight_g_mol=1034.58 gap_ev="6.54 / 6.79"
Mo -0.5427 -0.1357 0.7822
O -0.7106 -3.1719 2.3053
C -0.3064 -4.1017 1.3238
C 0.1153 -3.2077 0.0881
O 0.3331 -3.7426 -0.9947
O 0.2845 -1.9958 0.3496
C 1.0236 -4.7372 1.6723
C 1.8453 -4.0771 2.5823
C 3.1315 -4.5212 2.8237
C 3.6158 -5.6295 2.1484
C 2.7973 -6.3048 1.2577
C 1.5064 -5.8659 1.0168
C -1.4264 -5.0730 1.0068
C -2.3948 -5.3432 1.9737
C -3.4358 -6.2149 1.7141
C -3.5388 -6.8353 0.4819
C -2.5943 -6.5614 -0.4931
C -1.5475 -5.6934 -0.2354
H -0.7984 -3.6060 3.1618
H 1.4866 -3.1797 3.0688
H 3.7598 -3.9839 3.5220
H 4.6351 -5.9528 2.3034
H 3.1819 -7.1706 0.7347
H 0.8866 -6.3819 0.3012
H -2.3677 -4.8616 2.9414
H -4.1711 -6.4026 2.4857
H -4.3537 -7.5200 0.2845
H -2.6747 -7.0201 -1.4711
H -0.8478 -5.4578 -1.0219
C -3.6740 2.8374 0.7745
C -2.8272 1.6165 0.5732
N -1.5368 1.5387 0.9864
O -1.0443 2.7133 1.6370
C -3.2270 0.4725 -0.0786
C -4.6226 0.1081 -0.5059
N -2.2040 -0.4289 -0.1302
O -2.4110 -1.5004 -1.0193
H -3.6700 3.1509 1.8180
H -4.6950 2.6337 0.4692
H -3.2917 3.6673 0.1758
H -1.0443 2.5118 2.5862
H -5.3522 0.4522 0.2283
H -4.6902 -0.9781 -0.5771
H -4.9008 0.5340 -1.4712
C 4.7993 5.7934 -0.7029
C 4.6224 4.7403 0.3960
C 6.0002 4.1235 0.6766
C 4.1173 5.4523 1.6613
C 3.6020 3.6737 0.0276
C 3.4109 2.5821 0.8641
C 2.4446 1.6606 0.5464
Br 2.1455 0.1382 1.7091
C 1.5619 1.7224 -0.5569
O 0.7269 0.7728 -0.7731
C 1.7088 2.9034 -1.3434
C 2.7345 3.7870 -1.0554
C 0.7492 3.2804 -2.4689
C 1.4346 3.0679 -3.8267
C 0.3423 4.7599 -2.3151
C -0.5436 2.4650 -2.4476
H 5.5176 6.5411 -0.3686
H 3.8605 6.3014 -0.9110
H 5.1776 5.3398 -1.6167
H 6.7052 4.9100 0.9423
H 6.3785 3.6158 -0.2077
H 5.9646 3.4124 1.4966
H 4.8016 6.2473 1.9505
H 4.0279 4.7552 2.4900
H 3.1388 5.8909 1.4755
H 3.9912 2.4317 1.7609
H 2.8433 4.6373 -1.7062
H 2.3469 3.6568 -3.9039
H 0.7613 3.3561 -4.6327
H 1.6987 2.0201 -3.9509
H 1.1580 5.4392 -2.5501
H 0.0182 4.9526 -1.2934
H -0.4829 4.9884 -2.9905
H -0.3535 1.4276 -2.7034
H -1.2503 2.8639 -3.1769
H -1.0074 2.5006 -1.4628
Br -2.7564 -1.6309 7.1133
C -2.1682 -1.1526 5.3476
C -0.9245 -0.5760 5.1954
C -0.4796 -0.2788 3.9187
C -1.2160 -0.5488 2.7504
C -2.4894 -1.0938 2.9881
C -2.9732 -1.3984 4.2487
H -0.3054 -0.3745 6.0600
H 0.4993 0.1847 3.8613
H -3.1206 -1.3278 2.1404
H -3.9538 -1.8385 4.3740
Se -1.0607 -1.7223 -2.2276
C -1.6347 -0.6905 -3.7543
C -0.7880 -0.7770 -4.8597
C -1.0944 -0.1130 -6.0285
C -2.2512 0.6488 -6.1151
C -3.0923 0.7409 -5.0191
C -2.7878 0.0759 -3.8410
H 0.1147 -1.3735 -4.7772
H -0.4370 -0.1947 -6.8826
H -2.4937 1.1656 -7.0348
H -4.0014 1.3259 -5.0845
H -3.4394 0.1584 -2.9861


73
Properties=species:S:1:pos:R:3 method="wB97M-V/def2-TZVPD" total_charge=-1 e_homo_ev=-3.4 mol_weight_g_mol=552.79 gap_ev=4.32
C -7.6448 -4.5723 -0.7616
N -6.2162 -4.4482 -0.5470
C -5.5004 -5.6947 -0.6371
C -4.0324 -5.5270 -0.2498
N -3.4063 -4.3843 -0.9191
C -1.9968 -4.2923 -0.7325
S -1.0778 -5.6896 -0.5624
S -1.1387 -2.8320 -0.6518
C -4.1621 -3.1477 -0.8019
C -5.5943 -3.3701 -1.2847
H -8.1173 -3.6037 -0.5809
H -7.9254 -4.9016 -1.7757
H -8.0603 -5.2985 -0.0531
H -5.9537 -6.3822 0.0900
H -5.5708 -6.1597 -1.6465
H -3.9997 -5.3833 0.8508
H -3.4809 -6.4447 -0.5184
H -4.2168 -2.8209 0.2533
H -3.6702 -2.3601 -1.3965
H -5.5964 -3.5681 -2.3821
H -6.1783 -2.4618 -1.0816
C -4.0036 0.2277 3.5188
N -2.6391 0.6949 3.6545
C -2.3484 1.3967 4.8895
C -1.6710 0.4240 2.6800
C -1.4801 1.3211 1.5990
C -0.5236 1.0609 0.6351
C 0.3067 -0.0933 0.7060
C 1.3688 -0.2992 -0.2232
C 2.2689 0.7261 -0.6127
C 3.2808 0.4671 -1.6020
C 4.3437 1.3137 -1.8183
C 5.3866 1.0137 -2.8204
C 5.0262 0.3422 -4.0109
C 5.9760 0.0764 -5.0039
C 7.3231 0.4100 -4.7961
C 7.7058 1.0480 -3.6049
C 6.7424 1.3699 -2.6412
C 4.4386 2.5928 -1.0611
O 5.3996 3.3562 -1.2027
C 3.2957 2.9476 -0.1846
C 3.2654 4.2881 0.4497
C 2.0268 4.9550 0.6036
C 1.9520 6.2156 1.2084
C 3.1093 6.8214 1.7228
C 4.3490 6.1794 1.5758
C 4.4292 4.9489 0.9099
C 2.2873 2.0297 0.0038
C 0.0148 -1.0491 1.7220
C -0.8957 -0.7629 2.7188
H -4.1247 -0.2883 2.5593
H -4.2538 -0.4579 4.3396
H -4.6972 1.0771 3.5661
H -1.3032 1.7266 4.8960
H -3.0074 2.2698 4.9877
H -2.5330 0.7416 5.7525
H -2.0808 2.2308 1.5600
H -0.3609 1.7812 -0.1732
H 1.5577 -1.2986 -0.6119
H 3.2443 -0.4847 -2.1387
H 3.9798 0.0647 -4.1583
H 5.6573 -0.3954 -5.9367
H 8.0728 0.1790 -5.5578
H 8.7533 1.3037 -3.4175
H 7.0436 1.9161 -1.7501
H 1.1227 4.4883 0.1993
H 0.9856 6.7206 1.2864
H 3.0497 7.7885 2.2291
H 5.2619 6.6303 1.9767
H 5.4055 4.5082 0.7292
H 1.5143 2.2624 0.7399
H 0.5637 -1.9938 1.7368
H -1.0467 -1.4502 3.5581